Molecular formula: C7H11F6GaNO7S2
Method: DFT, ωB97M-V with the def2-TZVPD basis set

Structure (XYZ):
```
35
Properties=species:S:1:pos:R:3
O 1.499 -0.472 2.673
C 0.776 -0.631 1.798
F -0.248 0.204 1.574
N 0.953 -1.714 0.897
C 1.920 -1.197 -0.161
O 1.424 -0.545 -1.013
Ga 3.926 -1.628 -0.072
S 5.216 -0.424 -1.600
O 4.877 -0.939 -2.930
O 6.636 -0.688 -1.382
C 4.858 1.409 -1.690
F 3.547 1.659 -1.775
F 5.421 1.890 -2.820
C 5.413 2.274 -0.502
F 4.476 2.385 0.436
F 6.514 1.826 0.037
F 5.619 3.518 -0.961
H 0.056 -1.824 0.410
H 4.105 -3.165 -0.481
H 4.538 -1.498 1.401
O -3.198 -1.399 0.593
S -3.626 -0.096 0.180
O -3.351 1.063 0.967
O -5.200 -0.148 -0.130
C -6.071 -0.647 0.893
C -6.309 0.376 1.987
C -3.080 0.195 -1.469
H -5.681 -1.581 1.303
H -7.017 -0.880 0.403
H -5.398 0.564 2.555
H -7.073 0.022 2.681
H -6.628 1.329 1.561
H -3.330 -0.668 -2.081
H -2.000 0.336 -1.437
H -3.563 1.094 -1.846
```

- lowest unoccupied orbital energy (eV) = 2.186
- HOMO (eV) = -6.12
- Kohn-Sham gap (eV) = 8.310
- total charge = -1

---

Molecular formula: C5H12NO
Method: DFT, ωB97M-V with the def2-TZVPD basis set

Structure (XYZ):
```
19
Properties=species:S:1:pos:R:3
C -0.594 1.727 0.975
O -1.064 0.472 1.500
C 0.492 1.503 -0.117
C 0.261 0.770 -1.383
C 0.391 -0.743 -1.467
C 0.554 -2.496 0.460
N 0.038 -1.477 -0.240
H -0.075 2.255 1.752
H -1.501 2.270 0.685
H -1.624 0.533 2.278
H 0.444 2.577 -0.394
H 1.407 1.190 0.357
H 1.008 1.164 -2.137
H -0.735 0.979 -1.848
H 1.446 -0.998 -1.562
H -0.206 -1.218 -2.287
H 0.431 -2.515 1.556
H 1.217 -3.235 0.012
H -0.625 -0.949 0.367
```

- spin multiplicity = 2
- lowest unoccupied orbital energy (spin up / spin down) (eV) = 0.729 / 0.725
- HOMO (spin up / spin down) (eV) = -5.20 / -9.42
- Kohn-Sham gap (spin up / spin down) (eV) = 5.927 / 10.145

---

Molecular formula: C9H14
Method: DFT, ωB97M-V with the def2-TZVPD basis set

Structure (XYZ):
```
23
Properties=species:S:1:pos:R:3
C 1.362 1.033 1.191
C 0.137 1.401 0.419
C 0.193 1.928 -0.857
C -0.964 2.222 -1.589
C -2.173 1.679 -1.213
C -2.198 0.965 -0.004
C -1.137 1.007 0.862
H 1.037 0.656 2.168
H 2.151 1.758 1.351
H 1.781 0.120 0.767
H 1.119 2.153 -1.377
H -0.854 2.840 -2.470
H -3.046 1.774 -1.836
H -3.154 0.550 0.296
H -1.178 0.575 1.853
C 1.140 -2.317 -0.576
C 0.609 -2.836 0.753
H 1.430 -1.280 -0.613
H 1.944 -2.917 -1.016
H 0.393 -2.479 -1.366
H 1.209 -2.396 1.529
H 0.620 -3.919 0.847
H -0.422 -2.517 0.882
```

- lowest unoccupied orbital energy (eV) = 1.053
- HOMO (eV) = -9.04
- Kohn-Sham gap (eV) = 10.093